Record 1
Computed, not measured: one molecule with the formula C4H10N4 at a distorted geometry, with ωB97M-V/def2-TZVPD.

```
18
Properties=species:S:1:pos:R:3:lowdin_charge:R:1
H 1.07 2.20 0.02 0.02
N 0.10 2.18 0.23 0.16
C -0.38 1.05 -0.07 -0.51
N 0.38 0.05 -0.63 0.01
N 1.82 0.25 -0.57 -0.13
C 2.51 -0.49 0.46 -0.11
N -1.75 0.77 0.08 -0.02
C -2.21 -0.44 0.73 -0.14
C -2.42 -0.27 -0.73 -0.11
H 0.22 -0.93 -0.37 0.12
H 2.20 0.04 -1.48 0.11
H 2.21 -0.18 1.44 0.07
H 3.58 -0.22 0.41 0.09
H 2.32 -1.55 0.40 0.06
H -1.51 -1.23 0.98 0.10
H -3.00 -0.33 1.47 0.10
H -3.38 0.00 -1.12 0.10
H -1.74 -0.90 -1.26 0.09
```

Summary:
- total charge = 0
- E (a.u.) = -377.33464
- orbital gap (eV) = 9.98
- SMILES = [H]/N=C(\NNC)N1CC1
- HOMO level (eV) = -9.19
- energy above the lowest of the compared OMol25 structures with the same formula, charge and spin (kJ/mol) = 294.50

=====

Record 2
Computed, not measured: one molecule with the formula C4H10N4, with ωB97M-V/def2-TZVPD.

```
18
Properties=species:S:1:pos:R:3:lowdin_charge:R:1
H 1.19 -1.97 1.63 0.05
N 0.94 -0.99 1.51 0.11
C 1.01 -0.57 0.31 -0.51
N 1.32 -1.32 -0.79 0.14
C 0.68 0.89 0.02 -0.37
N 0.34 1.66 1.20 0.04
C -0.42 0.98 -1.02 -0.11
C -1.59 0.36 -0.92 -0.22
N -2.02 -0.40 0.15 0.07
H 1.70 -2.25 -0.66 0.10
H 1.49 -0.87 -1.67 0.10
H 1.60 1.34 -0.40 0.14
H 0.96 1.39 1.96 0.06
H -0.60 1.43 1.50 0.06
H -0.24 1.63 -1.86 0.09
H -2.34 0.49 -1.69 0.11
H -2.71 -1.11 -0.05 0.09
H -1.30 -0.70 0.79 0.06
```

Summary:
- total charge = 0
- E (a.u.) = -377.42795
- orbital gap (eV) = 9.06
- SMILES = [H]/N=C(\N)[C@H](N)/C=C\N
- HOMO level (eV) = -8.20
- energy above the lowest of the compared OMol25 structures with the same formula, charge and spin (kJ/mol) = 49.52

=====

Record 3
Computed, not measured: a 2-piece molecular cluster, C4H10N4 overall at a distorted geometry, with ωB97M-V/def2-TZVPD.

```
18
Properties=species:S:1:pos:R:3:lowdin_charge:R:1
C -0.76 0.73 -0.85 -0.13
C 1.07 -1.59 -0.85 -0.14
C -1.26 0.41 1.39 -0.05
C 0.36 1.15 -0.16 -0.06
N -1.52 -0.12 -0.05 -0.04
N 2.18 -1.44 -1.46 0.25
N -0.05 -1.83 -0.65 0.33
N 0.15 0.99 1.32 0.09
H -0.85 0.98 -1.96 0.18
H -2.04 1.11 1.59 0.13
H -1.30 -0.37 2.19 0.16
H 1.13 1.99 -0.45 0.18
H 2.84 -0.65 -1.35 0.18
H 2.36 -2.02 -2.26 0.16
H -2.52 0.49 -0.01 0.23
H -0.84 -2.14 -0.12 0.15
H 0.20 1.88 1.86 0.21
H 0.86 0.43 1.81 0.18
```

Summary:
- total charge = +2
- E (a.u.) = -376.65849
- orbital gap (eV) = 10.11
- HOMO level (eV) = -18.22
- energy above the lowest of the compared OMol25 structures with the same formula, charge and spin (kJ/mol) = 380.26